85
Properties=species:S:1:pos:R:3:mulliken_spin:R:1 method="wB97M-V/def2-TZVPD" e_homo_ev="-6.593 / -6.508" spin_multiplicity=2 homo_lumo_gap_ev="5.767 / 5.683"
C -2.19 -4.79 0.04 0.00
H 4.75 -1.21 -0.85 0.00
H 5.73 0.77 -2.04 0.00
Se 5.56 4.64 -4.23 0.00
H -0.41 -1.78 -5.57 0.00
C -0.46 -1.18 -4.66 0.01
H -5.45 2.03 2.75 0.00
H 5.64 -1.44 2.62 0.00
C -3.46 -5.02 -0.46 0.00
C 1.87 3.60 -3.37 0.00
C 0.17 -1.99 -3.53 0.00
H -1.23 4.86 -3.82 0.00
C -3.99 0.84 1.72 0.00
C 4.26 2.82 -3.12 0.00
H -1.16 -1.61 -2.04 0.01
H -3.91 -1.34 4.90 0.00
H -1.77 2.73 -2.63 0.00
H 0.28 -2.04 -1.47 0.00
H 2.91 1.82 2.08 0.00
C 3.60 -1.97 2.25 0.00
N 0.18 2.14 -2.47 -0.01
H -0.16 -3.03 -3.64 0.00
P 0.36 0.45 1.61 0.00
H -0.40 0.74 -5.37 0.00
S 0.49 2.25 0.68 0.00
C -3.94 -0.73 4.01 0.00
H -5.31 -4.13 -1.10 0.00
H -3.79 -6.04 -0.65 0.00
C -0.75 3.00 -2.87 0.02
C 4.39 0.29 2.38 0.00
C 2.06 -0.14 1.95 0.00
H -4.55 -1.82 -0.67 0.00
H 1.06 0.04 -5.26 0.00
H -1.52 -1.04 -4.43 0.00
H -2.40 2.68 5.04 0.00
N 3.78 4.84 -4.20 0.00
C -1.42 0.94 5.83 0.00
H -5.41 0.63 4.79 0.00
C 1.47 2.43 -2.71 0.00
H 1.26 -1.99 -3.65 0.00
C 4.13 -0.43 -1.26 0.00
C -0.56 -0.12 5.56 0.00
C -3.14 -1.05 2.93 0.00
N 5.51 3.08 -3.36 0.00
C -4.78 0.38 3.94 0.00
C -0.42 -0.67 0.64 0.00
C -0.43 4.19 -3.52 0.00
H 2.29 -1.33 -0.57 0.00
Mn -0.12 0.47 -1.23 1.06
H -0.78 -3.28 0.69 0.00
C -1.77 -3.49 0.30 0.00
C 3.29 3.80 -3.58 0.00
C -0.31 0.66 3.29 0.00
C -1.17 1.72 3.57 0.00
C 3.10 0.76 2.15 0.00
C 4.67 0.66 -1.91 -0.01
C -2.62 -2.42 0.04 0.00
C 2.75 -0.51 -1.10 0.00
H -1.84 1.05 6.82 0.00
C 0.89 4.49 -3.79 0.00
C -3.89 -2.66 -0.46 0.00
H 3.79 -3.04 2.29 0.00
H -0.31 -0.83 6.33 0.00
H -3.99 1.45 0.82 0.00
P -2.06 -0.72 0.39 -0.01
S -2.57 0.41 -1.25 -0.02
H 5.20 1.00 2.53 0.00
C 2.31 -1.50 2.01 0.00
N 0.17 0.13 -4.80 0.00
H -1.39 2.44 2.79 0.00
C -4.31 -3.95 -0.71 0.00
H -2.49 -1.92 2.98 0.00
C 2.43 1.47 -2.21 0.00
H 1.17 5.40 -4.30 0.00
N 1.92 0.42 -1.55 -0.02
C -4.80 1.16 2.80 0.00
C -0.01 -0.26 4.29 0.00
C 4.64 -1.07 2.43 0.00
C -1.72 1.86 4.83 0.00
H 0.66 -1.08 4.09 0.00
C -3.16 -0.27 1.78 0.00
N -0.16 -1.49 -2.19 -0.02
H 1.49 -2.19 1.83 0.00
C 3.81 1.63 -2.41 0.00
H -1.52 -5.62 0.24 0.00

90
Properties=species:S:1:pos:R:3:mulliken_charge:R:1 method="wB97M-V/def2-TZVPD" e_homo_ev=-2.418 charge=-2 homo_lumo_gap_ev=6.215
O 2.04 3.20 -1.87 -0.69
S 0.95 1.21 -5.04 -0.05
H 3.38 -4.03 -0.84 0.43
C 2.83 -0.41 -2.25 1.02
C -2.33 1.71 -4.12 -1.15
C -1.20 0.93 -3.43 2.65
H 3.83 1.89 2.86 0.28
H 5.26 -1.48 2.06 0.41
O 2.64 2.33 0.51 -0.38
O -0.77 -0.01 4.68 -0.39
H -5.28 0.93 3.05 0.35
O 3.40 0.30 -1.37 -0.53
C -2.72 1.47 2.01 1.03
H -2.14 -3.65 6.83 0.38
C -4.16 2.42 -5.40 -0.72
C -1.47 -1.89 5.80 -0.25
H 0.94 -2.51 2.19 0.24
H 4.82 0.53 3.46 0.30
C 2.92 3.89 -1.25 0.31
H -3.95 -1.67 -0.14 0.39
O 4.07 4.01 0.90 -0.79
O 3.50 4.87 -1.74 -0.76
C 2.16 -1.28 0.73 -1.55
O 3.08 0.04 2.47 -0.19
H -0.33 -1.72 -2.62 0.65
H 3.32 -2.23 -3.26 0.28
H -1.48 -5.20 4.99 0.37
H 0.35 1.65 4.31 0.26
H 0.56 -1.77 -7.03 0.36
C -1.32 -4.12 4.92 -0.60
C -2.68 3.54 0.89 -1.24
C 3.35 -3.15 -0.21 -0.81
S -2.24 3.44 -4.02 -0.05
H 5.35 -3.38 0.51 0.37
C -1.28 -1.42 -2.20 0.17
H -4.18 3.02 2.32 0.41
C -2.12 -2.14 -1.32 -1.20
C 3.63 -1.18 -3.26 -1.58
C 3.24 -0.98 1.57 0.76
H 1.33 -2.54 -0.78 0.24
C 1.30 0.08 -6.28 -0.54
S -3.26 0.10 -1.66 -0.15
C -3.39 1.33 -4.88 -0.25
H 4.69 -1.09 -3.13 0.40
C 2.19 -2.37 -0.14 0.25
H -3.17 4.47 0.58 0.30
C 4.40 -1.71 1.45 -0.28
H -3.96 4.61 -5.29 0.46
C -1.50 3.17 0.28 -0.46
C -0.49 -2.24 3.65 0.21
C 4.21 0.90 2.65 -1.20
C -1.53 1.12 1.36 -0.73
H -0.51 -4.28 2.95 0.38
H -1.34 -1.58 -5.09 0.47
C 3.27 3.38 0.19 0.60
H 2.18 0.24 -6.90 0.46
N -1.13 -0.20 1.73 1.28
H -5.01 2.30 -6.05 0.38
N 0.24 -1.84 2.51 0.82
H -1.82 -1.18 6.55 0.37
H 0.94 0.16 3.45 0.04
H -1.87 -3.10 -0.91 0.40
C -1.78 -0.17 -2.51 -0.04
H -1.10 3.90 -0.45 0.34
C -3.65 3.63 -5.02 -0.62
C 0.48 -0.99 -6.28 -0.79
O -0.42 1.81 -2.74 -1.01
C -1.67 -3.24 5.95 -0.50
C 0.52 0.56 4.39 -0.26
H 3.40 -0.81 -4.26 0.24
H -4.23 1.76 4.20 0.42
N 0.98 -0.47 0.76 1.53
C -4.36 0.85 3.64 -1.19
C 4.45 -2.80 0.56 -0.79
H -4.51 0.02 4.33 0.28
O -3.24 0.51 2.87 -0.27
C -0.84 1.93 0.49 0.35
C -0.39 0.25 -4.52 -0.55
O 1.55 -0.47 -2.33 -0.24
H -1.78 -0.66 2.35 0.28
C -0.52 -0.89 -5.25 -0.10
C -0.87 -1.34 4.68 0.56
Y 1.08 1.38 -0.96 0.70
H 1.17 0.29 5.22 0.32
C 0.04 -0.80 1.60 -1.67
C -0.74 -3.59 3.79 -1.00
C -3.19 -1.43 -0.89 -0.47
H 4.75 0.95 1.71 0.47
C -3.29 2.68 1.82 -0.39
H -3.55 0.28 -5.10 0.44

86
Properties=species:S:1:pos:R:3:mulliken_spin:R:1 method="wB97M-V/def2-TZVPD" e_homo_ev="-2.761 / -4.802" charge=-1 spin_multiplicity=2 homo_lumo_gap_ev="5.306 / 7.346"
C -3.53 4.33 -4.02 0.00
S -0.75 1.47 -4.11 0.00
H -4.84 4.76 -2.34 0.00
As -0.11 1.16 1.19 0.01
C 1.90 -1.59 -1.35 0.01
H 2.98 -1.09 5.52 0.00
N 0.09 -2.73 -1.95 -0.01
H 3.72 -1.29 3.16 0.00
H 0.51 -4.77 2.98 -0.01
C 1.94 3.30 1.48 0.00
H 5.73 -3.27 0.62 0.00
C -3.67 -3.09 -4.08 0.00
C -1.80 -2.52 0.95 0.03
C 2.86 4.24 1.03 0.00
C 0.61 -5.05 -2.49 0.00
H 1.04 -5.15 -1.49 0.00
Y -0.89 -0.51 -1.86 0.01
H 3.42 -3.53 -0.36 0.00
H 3.52 5.37 -0.67 0.00
H 0.05 -5.96 -2.78 0.00
H 6.82 -1.06 0.67 0.00
H -1.99 -4.93 -3.27 0.00
C 3.96 -2.56 -0.36 0.00
H -0.60 4.03 2.12 0.00
C -2.53 3.49 -4.46 0.00
C 1.93 4.00 -1.19 0.00
C -1.59 2.11 2.04 0.00
H 5.68 0.87 -0.32 0.00
C -2.58 4.12 2.93 0.00
C 3.28 -1.46 -0.86 0.00
C -3.53 3.14 -1.97 0.00
H 1.45 -4.89 -3.16 0.00
H -2.81 0.33 2.00 0.00
C -2.74 1.37 2.31 0.00
C 2.43 -0.59 4.72 0.00
C -1.61 -3.96 -3.05 0.00
H 3.35 0.65 -1.15 0.00
H 0.93 0.11 6.06 0.00
C 1.27 0.09 5.04 0.00
C -4.05 4.14 -2.75 0.00
C 2.10 -0.13 2.39 0.01
H 0.40 2.58 -1.42 0.00
H -3.94 5.06 -4.71 0.00
C 1.05 2.69 0.64 0.00
C -2.35 -2.86 -3.44 0.00
H 1.93 4.25 -2.24 0.00
C -0.37 -2.86 2.71 0.43
C 5.18 -0.10 -0.34 0.00
H -4.44 -2.56 -3.51 0.00
H -2.17 -4.17 -0.21 -0.04
C 5.86 -1.18 0.18 0.00
C 0.53 0.68 4.03 0.00
H 3.58 4.71 1.72 0.00
C -3.73 3.38 3.18 0.00
H 0.21 -2.39 3.49 0.06
C 5.22 -2.41 0.17 0.00
H -3.80 2.99 -0.92 0.00
C -0.19 -4.17 2.35 -0.19
C 3.89 -0.20 -0.83 0.00
H 1.92 3.00 2.53 0.00
C 0.95 0.58 2.70 -0.01
H -4.59 3.85 3.67 0.00
N 1.45 -2.78 -1.55 -0.02
C -3.80 2.03 2.90 0.00
H -0.75 -5.74 0.96 0.02
O -2.07 1.42 -1.57 0.00
O -1.97 -1.63 -3.37 0.00
H -3.94 -4.15 -4.15 0.00
H -0.37 1.22 4.27 0.00
C -0.32 -3.86 -2.44 0.01
H -3.68 -2.72 -5.09 0.00
N -2.56 2.30 -2.39 0.00
C 1.06 3.04 -0.71 0.00
C 2.85 -0.72 3.41 0.00
H -2.51 5.15 3.20 0.00
C 2.82 4.61 -0.31 0.00
H -4.71 1.47 3.09 0.00
N -1.81 -3.91 0.68 0.25
C -2.00 2.47 -3.65 0.00
H 2.38 -0.25 1.35 -0.01
N -1.14 -2.01 1.94 -0.02
C -1.50 3.45 2.36 0.00
S -2.76 -1.61 -0.17 0.02
C -0.84 -4.72 1.29 0.47
O 1.27 -0.45 -1.51 0.00
H -2.15 3.61 -5.46 0.00

The evaluated ΔE to the lowest compared entry with this formula, charge and spin for the records listed, in turn: 0.0 0.0 0.0 kJ/mol.